Record 1
The following is a quantum chemistry calculation of C5H8O in the gas phase in a non-equilibrium geometry, from OMol25.

Last column: Mulliken charge in e.
Cartesian coordinates (Å):
C (0.252, -0.389, 2.059)  -0.93
C (0.689, -0.619, 0.699)  0.69
O (1.108, -1.648, 0.208)  -0.59
C (0.039, 0.520, -0.186)  -0.33
C (0.403, 0.366, -1.612)  -0.58
C (-1.023, 0.171, -1.240)  -0.54
H (0.187, 0.632, 2.418)  0.29
H (-0.672, -0.274, 1.200)  0.30
H (0.525, -1.114, 2.855)  0.29
H (-0.026, 1.523, 0.250)  0.37
H (0.984, -0.539, -1.765)  0.27
H (0.707, 1.263, -2.126)  0.25
H (-1.742, 0.943, -1.521)  0.27
H (-1.431, -0.837, -1.241)  0.23

As for the LUMO energy: 0.97 eV. As for the highest occupied orbital energy: -9.7 eV. The energy above the lowest of the compared OMol25 structures with the same formula, charge and spin comes out at 3.214 eV. As for the strongest force on any atom: 3.97 eV/A.

Record 2
The following is a quantum chemistry calculation of a molecular structure, C31H42NS4SbTi, from OMol25.

Last column: Mulliken charge in e.
Cartesian coordinates (Å):
Ti (0.798, -0.504, 0.594)  0.56
S (0.205, 1.161, 2.351)  -0.52
C (1.459, 2.403, 2.248)  0.86
C (1.385, 3.489, 3.126)  -0.81
C (2.326, 4.497, 3.104)  -0.55
C (3.378, 4.466, 2.196)  -0.80
C (3.465, 3.407, 1.312)  -0.49
C (2.528, 2.385, 1.345)  -0.22
S (2.688, 1.077, 0.142)  -0.28
C (3.965, 0.030, 0.892)  -1.17
C (3.508, -0.835, 2.037)  0.63
C (4.424, -1.222, 3.003)  -1.06
C (4.022, -2.110, 3.992)  -0.60
C (2.712, -2.567, 3.998)  -1.07
C (1.839, -2.099, 3.027)  0.68
C (0.383, -2.482, 3.092)  -1.26
S (-0.491, -2.459, 1.507)  -0.17
C (0.209, -3.883, 0.690)  -0.02
C (-0.245, -5.133, 1.089)  -0.65
C (0.243, -6.279, 0.490)  -0.74
C (1.177, -6.157, -0.534)  -0.55
C (1.612, -4.913, -0.943)  -0.92
C (1.143, -3.742, -0.341)  0.96
S (1.764, -2.195, -0.938)  -0.55
N (2.239, -1.259, 2.066)  1.06
H (0.569, 3.526, 3.832)  0.47
H (2.231, 5.321, 3.800)  0.38
H (4.109, 5.259, 2.170)  0.40
H (4.261, 3.368, 0.578)  0.48
H (4.805, 0.651, 1.206)  0.59
H (4.305, -0.623, 0.081)  0.49
H (5.433, -0.839, 2.969)  0.51
H (4.720, -2.441, 4.748)  0.41
H (2.357, -3.259, 4.747)  0.52
H (-0.138, -1.741, 3.709)  0.45
H (0.274, -3.456, 3.570)  0.60
H (-0.992, -5.200, 1.869)  0.50
H (-0.106, -7.252, 0.803)  0.38
H (1.564, -7.042, -1.024)  0.38
H (2.332, -4.828, -1.746)  0.47
C (-1.976, 3.357, -2.713)  -1.67
C (-0.792, 2.605, -2.124)  1.84
C (-0.129, 3.472, -1.053)  -1.60
C (0.240, 2.356, -3.227)  -1.94
Sb (-1.281, 0.686, -1.211)  1.76
C (-1.918, -0.618, -2.848)  1.74
C (-2.871, -0.017, -3.873)  -1.77
C (-2.574, -1.837, -2.190)  -1.91
C (-0.680, -1.135, -3.591)  -1.49
C (-3.115, 1.111, -0.099)  1.83
C (-2.917, 2.390, 0.718)  -1.75
C (-4.376, 1.269, -0.939)  -1.88
C (-3.307, -0.042, 0.896)  -1.51
H (-1.618, 4.289, -3.162)  0.54
H (-2.714, 3.631, -1.956)  0.25
H (-2.488, 2.792, -3.494)  0.23
H (0.249, 4.385, -1.520)  0.59
H (0.719, 2.971, -0.580)  0.06
H (-0.817, 3.767, -0.256)  0.26
H (0.646, 3.314, -3.560)  0.53
H (-0.201, 1.873, -4.098)  0.31
H (1.080, 1.744, -2.886)  0.28
H (-3.751, 0.464, -3.444)  0.23
H (-3.222, -0.818, -4.530)  0.52
H (-2.363, 0.712, -4.508)  0.29
H (-3.547, -1.605, -1.756)  0.27
H (-1.946, -2.276, -1.409)  0.26
H (-2.731, -2.609, -2.947)  0.57
H (-0.186, -0.358, -4.171)  0.26
H (-0.998, -1.907, -4.298)  0.50
H (0.053, -1.583, -2.921)  0.03
H (-2.939, 3.283, 0.092)  0.30
H (-1.990, 2.376, 1.291)  0.13
H (-3.741, 2.478, 1.431)  0.56
H (-4.291, 2.051, -1.695)  0.27
H (-5.198, 1.549, -0.273)  0.54
H (-4.670, 0.343, -1.436)  0.30
H (-2.468, -0.113, 1.591)  0.07
H (-3.423, -1.011, 0.409)  0.29
H (-4.209, 0.143, 1.485)  0.53

As for the LUMO energy (spin up / spin down): 0.20 / 0.21 eV. As for the highest occupied orbital energy (spin up / spin down): -6.5 / -7.2 eV. The expectation value of S² is 2.007. As for the strongest force on any atom: 0.56 eV/A. The spin multiplicity is 3.

Record 3
The following is a quantum chemistry calculation of a gas-phase ion, C4H11N2S (charge -1) in a non-equilibrium geometry, from OMol25.

Last column: Mulliken charge in e.
Cartesian coordinates (Å):
C (-1.560, -1.412, 1.619)  -0.72
N (-1.328, -0.037, 1.181)  -0.30
C (0.072, 0.216, 0.756)  -0.82
C (0.401, 0.888, -0.701)  0.07
N (-0.443, 0.306, -1.686)  -0.65
C (1.898, 0.793, -0.795)  -0.77
S (2.317, 0.455, -2.552)  -0.71
H (-0.612, -2.009, 1.244)  0.20
H (-2.489, -1.877, 1.208)  0.31
H (-1.313, -1.535, 2.671)  0.27
H (-2.012, 0.289, 0.559)  0.30
H (0.522, 0.900, 1.520)  0.18
H (0.620, -0.756, 0.853)  0.29
H (-0.010, 1.916, -0.637)  0.32
H (-0.433, 0.778, -2.558)  0.26
H (-0.180, -0.703, -1.929)  0.22
H (2.251, 1.765, -0.647)  0.26
H (2.299, 0.023, -0.105)  0.30

As for the LUMO energy: 3.70 eV. As for the highest occupied orbital energy: -2.4 eV. The energy above the lowest of the compared OMol25 structures with the same formula, charge and spin comes out at 1.924 eV. As for the strongest force on any atom: 3.71 eV/A. Its charge is -1.

Record 4
The following is a quantum chemistry calculation of 2 unconnected molecules or ions with the total composition CH6O3Si in a non-equilibrium geometry, from OMol25.

Last column: Mulliken charge in e.
Cartesian coordinates (Å):
C (-1.664, -0.568, -0.317)  -0.91
O (2.313, -0.408, -0.198)  -0.40
O (0.593, 1.404, -0.566)  -0.48
O (1.485, -0.803, 0.865)  -0.59
Si (-0.557, 0.741, 0.307)  0.62
H (-2.406, -0.577, 0.447)  0.30
H (-2.156, -0.452, -1.313)  0.34
H (-1.291, -1.581, -0.537)  0.33
H (2.964, 0.126, 0.312)  0.37
H (1.401, 0.702, -0.558)  0.48
H (-0.683, 1.416, 1.557)  -0.05

As for the LUMO energy: -0.32 eV. As for the highest occupied orbital energy: -8.5 eV. The energy above the lowest of the compared OMol25 structures with the same formula, charge and spin comes out at 7.900 eV. As for the strongest force on any atom: 4.28 eV/A.

Record 5
The following is a quantum chemistry calculation of a gas-phase ion, C5H11N2 (charge +1) in a non-equilibrium geometry, from OMol25.

Last column: Mulliken charge in e.
Cartesian coordinates (Å):
C (-1.616, 1.294, 0.724)  -0.62
C (-1.110, 0.449, -0.129)  0.08
C (-0.884, -0.159, -1.420)  -0.34
N (-0.046, -0.537, -0.146)  0.69
C (-0.440, -1.841, 0.542)  -0.89
N (1.286, -0.290, -0.034)  -0.56
C (1.868, 1.046, 0.170)  -0.77
H (-1.276, 1.350, 1.791)  0.27
H (-2.411, 1.925, 0.439)  0.29
H (-1.573, -0.803, -1.720)  0.34
H (-0.226, 0.302, -2.287)  0.24
H (-1.467, -1.771, 1.042)  0.32
H (-0.439, -2.474, -0.265)  0.43
H (0.204, -2.042, 1.347)  0.34
H (1.874, -0.910, -0.776)  0.30
H (1.590, 1.945, -0.552)  0.28
H (1.649, 1.513, 1.163)  0.29
H (3.017, 1.003, 0.111)  0.32

As for the LUMO energy: -3.25 eV. As for the highest occupied orbital energy: -14.0 eV. The energy above the lowest of the compared OMol25 structures with the same formula, charge and spin comes out at 4.905 eV. As for the strongest force on any atom: 5.36 eV/A. Its charge is +1.

Record 6
The following is a quantum chemistry calculation of a molecular structure, C6H6N5OS in a non-equilibrium geometry, from OMol25.

Last column: Mulliken charge in e.
Cartesian coordinates (Å):
C (0.140, -1.178, -2.050)  -0.24
C (-1.858, 0.423, -0.134)  0.43
C (-1.891, -1.011, -0.569)  -0.49
C (0.704, 0.986, 0.309)  -0.54
C (0.870, 0.186, 1.552)  -0.53
C (-0.389, -0.897, -0.768)  0.83
N (-0.433, -2.118, -2.885)  -0.23
N (1.248, -0.655, -2.635)  -0.19
N (0.372, -2.192, -3.876)  -0.44
N (1.377, -1.323, -3.732)  -0.49
N (-0.515, 0.465, -0.311)  0.06
O (-2.707, 1.279, 0.146)  -0.70
S (0.683, -1.664, 1.138)  -0.21
H (-2.018, -1.847, 0.225)  0.25
H (-2.550, -1.244, -1.496)  0.27
H (0.722, 2.193, 0.507)  0.23
H (1.446, 0.694, -0.443)  0.36
H (1.916, 0.298, 1.911)  0.39
H (-0.019, 0.278, 2.308)  0.26

As for the LUMO energy: 2.98 eV. As for the highest occupied orbital energy: -5.1 eV. The energy above the lowest of the compared OMol25 structures with the same formula, charge and spin comes out at 0.624 eV. As for the strongest force on any atom: 3.98 eV/A. Its charge is -1.

Record 7
The following is a quantum chemistry calculation of a molecular structure, C15H20N2O3 in a non-equilibrium geometry, from OMol25.

Last column: Mulliken charge in e.
Cartesian coordinates (Å):
C (0.233, -3.751, 5.472)  -1.34
C (-0.081, -2.696, 4.289)  -0.29
C (0.801, -2.943, 2.965)  -1.19
C (0.443, -1.971, 2.008)  0.65
H (0.696, -0.865, 2.468)  0.06
C (1.257, -2.222, 0.892)  -1.25
N (0.817, -1.278, -0.076)  0.29
C (0.527, -1.677, -1.440)  0.37
O (0.305, -2.854, -1.756)  -0.65
C (0.064, -0.408, -2.320)  -0.65
H (0.950, -0.095, -2.644)  0.59
H (-0.214, -1.007, -3.287)  0.26
C (-0.849, 0.619, -1.576)  -1.04
N (-0.544, 1.796, -1.693)  0.42
C (0.506, 2.291, -0.658)  0.40
O (0.723, 1.588, 0.330)  -0.62
O (0.613, 3.720, -0.774)  -0.37
C (-0.100, 3.977, -1.925)  0.31
C (-0.012, 5.214, -2.777)  -0.55
C (-0.953, 5.253, -3.761)  -0.28
C (-1.461, 4.202, -4.232)  -0.36
C (-1.679, 2.835, -3.600)  -0.79
C (-0.821, 2.798, -2.563)  0.93
H (-2.258, 2.069, -3.988)  0.47
H (-1.926, 4.250, -5.305)  0.22
H (-0.886, 6.305, -4.350)  0.24
H (0.528, 6.163, -2.102)  0.23
H (-1.895, 0.402, -2.391)  0.25
H (-1.280, 0.121, -0.561)  0.24
H (0.980, -0.257, 0.002)  0.17
H (2.388, -2.179, 0.954)  0.36
H (1.274, -3.236, 0.387)  0.34
H (-0.653, -2.190, 1.703)  0.08
H (0.733, -3.961, 2.884)  0.58
H (1.856, -2.833, 3.479)  0.26
H (-1.173, -3.077, 3.943)  0.23
H (0.201, -1.769, 4.695)  0.38
H (-0.054, -4.840, 5.182)  0.29
H (-0.324, -3.682, 6.348)  0.42
H (1.269, -3.808, 5.778)  0.35

As for the LUMO energy: -0.06 eV. As for the highest occupied orbital energy: -8.7 eV. The energy above the lowest of the compared OMol25 structures with the same formula, charge and spin comes out at 10.490 eV. As for the strongest force on any atom: 16.54 eV/A.

- Among the records above, which one has the highest strongest force on any atom?
  C15H20N2O3

- Which of these has the highest strongest force on any atom?
  C15H20N2O3

- Which value of strongest force on any atom does entry 1 give?
  3.97 eV/A